[1]
C13H21ClNS3Tm | the ωB97M-V functional and the def2-TZVPD basis

Computed properties:
spin multiplicity = 3
ΔE to the lowest compared entry with this formula, charge and spin = 0.0 kJ/mol
E = -89856.8704 eV
frontier orbital gap (spin up / spin down) = 7.99 / 7.97 eV
molecular weight = 491.91 g mol⁻¹
maximum force = 0.77 eV/Å
net charge = +2

Geometry (Å):
H: 3.61458 0.14404 2.14495
H: 0.78723 1.99807 3.26185
C: -2.28505 -0.94397 -0.16162
H: 1.85631 2.13885 -1.34011
C: -1.75204 -1.65957 2.54605
H: -3.24426 -1.45414 -0.24156
C: -0.61996 -1.51070 3.55762
S: -1.17315 -1.94882 0.85793
H: 3.83581 -1.33055 1.52059
H: -1.02196 -1.24076 4.53540
S: 0.68387 -0.32329 3.17587
N: 3.49671 -0.39703 1.29076
C: -2.51692 0.49600 0.28608
C: 0.52137 -1.27912 -4.11526
H: -0.09028 -2.45418 3.69363
H: 3.05620 0.89118 -1.50810
H: 0.39254 -2.34545 -4.25262
H: -3.20562 0.55585 1.12609
H: -1.84176 -0.98048 -1.15906
C: 0.90789 1.44690 -3.70331
C: -1.23775 1.70599 2.54778
C: 1.07120 -0.76469 -2.95530
H: -2.39749 -0.78936 2.54308
C: 0.34090 0.98689 -4.88141
C: -0.04739 1.31058 3.41081
H: 0.05624 1.69530 -5.64903
H: -0.26807 -0.74144 -6.02272
Cl: 1.51396 -1.98898 -1.68500
C: 1.31146 0.57581 -2.68513
H: -1.42479 2.76833 2.69916
C: 0.15450 -0.37711 -5.09581
H: -2.36081 -2.51940 2.82065
H: 1.07014 2.50839 -3.55897
S: -1.05390 1.48278 0.74587
C: 1.97713 1.06106 -1.41986
H: 4.16177 -0.01818 0.61819
H: -2.99189 1.03276 -0.53413
Tm: 1.19079 -0.31698 0.27924
H: -0.32450 1.39937 4.46177
H: -2.14299 1.18605 2.84557

***

[2]
C22H30FN3O3S | the ωB97M-V functional and the def2-TZVPD basis

Computed properties:
spin multiplicity = 1
ΔE to the lowest compared entry with this formula, charge and spin = 6.9 kJ/mol
E = -47467.0970 eV
frontier orbital gap = 8.79 eV
molecular weight = 435.56 g mol⁻¹
maximum force = 1.26 eV/Å

Geometry (Å):
C: 0.40850 -4.30041 1.24432
C: 3.25630 0.70852 -1.76354
N: 2.18823 1.28377 -0.97905
H: 5.87588 1.69412 -1.60230
C: -1.41348 -3.32132 -0.15560
H: 7.43237 1.48459 0.30932
C: -3.33636 2.26684 -1.45575
C: -4.99396 1.25179 -0.02844
C: -0.65421 -3.20526 1.17102
H: -0.69038 -3.30110 -0.97466
C: -2.71339 2.72993 2.02329
C: -4.09575 2.27292 -0.29574
H: -1.93766 -4.27827 -0.19079
H: -2.18675 -4.20318 2.32503
C: 0.97796 0.71990 -0.87613
H: 1.09233 -4.23019 0.40116
C: -5.12500 0.20344 -0.91918
S: -3.87680 3.59494 0.88590
O: -2.84470 -0.17950 1.50405
H: 0.98558 -4.21265 2.16211
H: -2.90784 -2.35244 -1.36478
H: -2.25893 -2.43784 2.41159
C: -2.43402 -2.20570 -0.38931
H: 6.30487 0.40604 1.13099
H: -1.01532 -3.31045 3.29634
C: -1.17846 1.20134 0.56959
F: -4.46502 -0.82346 -2.93175
C: -3.45902 1.22251 -2.35412
C: -2.01685 -0.02892 0.61676
O: 0.64767 -0.29905 -1.46688
H: -2.52336 3.44173 2.82289
H: 7.07810 -0.10228 -0.37095
H: -1.00569 -0.77800 -0.98977
H: -5.80769 -0.60964 -0.73164
C: 4.44125 0.26125 -0.90071
H: 4.06062 -0.11937 0.04969
H: 4.93532 -0.56791 -1.40997
C: -1.47465 2.40662 1.29127
H: -2.87373 1.18617 -3.25914
N: -0.50660 3.27158 1.15139
H: 4.40189 2.23005 1.01629
H: -5.57574 1.27334 0.87921
H: -3.20514 -2.20741 0.38264
H: 5.72093 3.22196 0.40524
C: -4.34982 0.20487 -2.06502
H: -0.14765 -2.23317 1.19537
O: 0.44083 2.71086 0.37467
C: 5.49003 1.34832 -0.63640
H: -0.05926 -5.28260 1.22698
H: -2.65306 3.07969 -1.65107
H: -3.19724 1.82451 2.38518
N: -1.80575 -0.90499 -0.37090
H: 2.82079 -0.15119 -2.27762
C: 4.91693 2.55026 0.11256
H: 4.23036 3.11791 -0.51167
H: 3.58717 1.43555 -2.51167
H: 2.38418 2.11950 -0.44912
C: 0.05299 1.46915 0.00877
C: -1.59092 -3.29390 2.37327
C: 6.64910 0.74626 0.15673

***

[3]
C5H13NO | the ωB97M-V functional and the def2-TZVPD basis

Computed properties:
spin multiplicity = 1
ΔE to the lowest compared entry with this formula, charge and spin = 553.3 kJ/mol
E = -8928.2767 eV
frontier orbital gap (spin up / spin down) = 7.74 / 7.74 eV
molecular weight = 103.16 g mol⁻¹
maximum force = 1.87 eV/Å

Geometry (Å):
N: -1.76875 -0.77924 -0.71885
H: -1.07367 -0.10716 -1.11508
H: -1.87439 1.60858 1.90269
C: 0.84968 0.58426 -1.58622
H: -1.48213 -2.17254 0.82412
H: 1.48180 -0.79697 1.36533
H: 0.01024 0.67139 -2.27054
H: 2.67419 -0.02590 -1.73952
C: -0.89247 -0.23624 1.44181
H: -1.09438 1.60344 0.32405
H: 1.51820 -1.37459 -0.31271
H: 2.28139 0.21610 0.26802
H: 1.04547 1.57294 -1.16764
C: 1.46907 -0.50184 0.32423
H: -1.89053 -1.56794 -1.34024
H: -0.11842 1.73838 1.79089
C: -1.42604 -1.12117 0.56129
O: 1.89915 0.06016 -2.31384
H: -0.61345 -0.62991 2.41096
C: -0.99498 1.25826 1.35124

***

[4]
C2H10N2 | the ωB97M-V functional and the def2-TZVPD basis

Computed properties:
spin multiplicity = 1
ΔE to the lowest compared entry with this formula, charge and spin = 78.9 kJ/mol
E = -5215.5342 eV
frontier orbital gap = 10.35 eV
molecular weight = 62.12 g mol⁻¹
maximum force = 1.51 eV/Å

Geometry (Å):
H: 0.63482 3.10924 -1.51934
C: 0.49533 1.79589 0.04299
H: -0.01104 1.82013 1.02259
H: -1.70711 -1.92730 1.07343
N: 0.45502 3.13472 -0.50954
H: 1.25699 3.61781 -0.08985
C: -0.22104 -2.09569 -0.09786
H: 1.55246 1.52310 0.20005
H: 0.55182 -1.41790 0.30202
N: -0.98702 -2.65297 0.98656
H: -0.85407 -1.53063 -0.80255
H: -1.46356 -3.48421 0.61965
H: 0.27708 -2.91125 -0.64863
H: 0.02027 1.01907 -0.57948

***

[5]
C11H13AsBrO2S4Tc | the ωB97M-V functional and the def2-TZVPD basis

Computed properties:
spin multiplicity = 1
ΔE to the lowest compared entry with this formula, charge and spin = 6.1 kJ/mol
E = -192116.6817 eV
frontier orbital gap = 5.44 eV
molecular weight = 558.32 g mol⁻¹
maximum force = 0.94 eV/Å
net charge = +2

Geometry (Å):
H: 3.65614 -2.06541 -1.96982
H: 0.81975 0.87895 1.97385
S: -0.84461 1.53506 -1.15208
H: 2.13516 -2.61572 2.84695
H: 5.97291 -2.36333 -2.76612
C: 6.16456 0.86292 -1.69918
H: 2.62336 -1.05558 2.20089
C: 2.59764 0.07082 -0.94679
C: 6.55041 -0.35654 -2.24444
H: -0.34537 -0.33970 4.48970
Tc: 0.29484 -0.02708 -0.09131
H: -0.90995 0.39625 2.09137
H: -0.29219 -1.94432 2.55751
C: 4.36879 -1.25510 -1.89920
H: 7.56794 -0.47598 -2.59406
C: 0.10129 0.03281 1.86362
H: 1.76021 -2.23358 1.18027
C: 3.95498 -0.02167 -1.35276
C: 0.50745 -1.20867 2.66856
As: -2.34023 0.00476 -1.83529
O: 1.96089 1.09878 -0.50828
S: -3.30877 -0.13918 -3.73625
S: -1.03859 -1.56351 -0.91693
Br: 4.44021 2.70374 -0.49360
C: 5.65699 -1.42046 -2.34343
O: 1.77704 -0.96666 -0.98448
C: 1.82853 -1.80785 2.18420
S: -4.47666 0.11195 -1.90475
C: 4.87152 1.04259 -1.25110
C: 0.58855 -0.77588 4.13512
H: 6.87111 1.67669 -1.61880
H: 0.80392 -1.65389 4.74485
H: 1.39186 -0.05192 4.28740

***

[6]
C6H7CoLiO6 | the ωB97M-V functional and the def2-TZVPD basis

Computed properties:
spin multiplicity = 5
ΔE to the lowest compared entry with this formula, charge and spin = 307.7 kJ/mol
E = -56442.1528 eV
frontier orbital gap (spin up / spin down) = 7.10 / 7.52 eV
molecular weight = 240.99 g mol⁻¹
maximum force = 3.74 eV/Å
net charge = +1

Geometry (Å):
H: -2.68634 -1.39302 -0.37643
C: 2.18977 -1.39912 -0.18723
O: 0.79389 -1.81243 -0.09724
H: 2.76337 -2.25566 0.18141
C: -0.10619 -1.27845 -0.85478
C: 2.44611 -0.16688 0.65776
Co: 0.34319 1.90926 1.00970
H: 3.52978 0.03843 0.58627
H: 2.25767 -0.42783 1.71433
Li: 1.02915 1.18053 -1.52165
H: -2.09994 -1.68602 1.32107
O: -1.64977 1.36271 0.66043
C: -2.17618 -0.97347 0.49525
C: -1.64698 2.13497 -0.55347
O: 1.69401 0.92976 0.24361
O: -2.63027 2.18249 -1.23758
O: -0.43603 2.45628 -0.77554
H: 2.42395 -1.23792 -1.24794
C: -2.54425 0.32167 0.82612
H: -3.57363 0.65338 0.95239
O: 0.07869 -0.53865 -1.79648